1.
Density functional theory data (wB97M-V/def2-TZVPD) for a 4-piece molecular cluster, C20H43NO8P3 overall in a non-equilibrium geometry.

The orbital gap is 5.39 eV. As for the lowest unoccupied orbital energy: -5.195 eV. For the highest occupied orbital energy, the calculation gives -10.58 eV.

```
! wB97M-V def2-TZVPD RIJCOSX def2/J DEFGRID3
* xyz 1 1
C -2.2029 -3.4270 -0.3555
O -1.6705 -3.0300 -1.6211
C -0.6507 -2.0540 -1.4371
C -0.8881 -0.7750 -2.3194
C -1.4486 0.4261 -1.4980
C -0.4161 1.0697 -0.5045
P 1.4224 0.7272 -0.8511
O 1.8597 -0.6566 -0.4251
C -0.4013 2.6371 -0.3728
N -0.0799 2.9163 0.8657
C 0.0973 1.7103 1.7145
P -0.4892 2.0452 3.4941
P 0.2134 0.3032 4.6103
O -0.7307 -0.0742 5.7168
O 0.2989 -0.9845 3.5248
O 1.7716 0.5352 5.1089
C -0.9291 0.7884 0.9578
H -1.3972 -3.6969 0.3635
H -2.9058 -4.2644 -0.4886
H -2.7442 -2.5456 0.0635
H 0.3458 -2.4806 -1.6774
H -0.6398 -1.7834 -0.3562
H 0.0655 -0.5357 -2.8408
H -1.5851 -1.0753 -3.1284
H -2.3338 0.0824 -0.9245
H -1.7592 1.2013 -2.2524
H 2.1627 1.7160 -0.1206
H 1.6327 0.9862 -2.2356
H -0.6097 3.3717 -1.1716
H 0.0217 3.8891 1.1448
H 1.1247 1.3318 1.8661
H -1.9109 2.0821 3.5032
H -0.6037 -1.2629 3.3465
H 2.2377 -0.2929 4.9144
H -1.8749 1.3674 1.0231
H -1.0494 -0.2462 1.2951
C -0.9600 -2.6919 7.5462
C -1.1060 -4.1616 7.9008
C -1.9063 -4.0938 9.1900
O -2.7284 -2.9236 9.1009
C -2.2962 -2.1269 7.9914
H -0.7545 -2.5118 6.4926
H -0.1512 -2.2471 8.1328
H -1.6851 -4.6748 7.1273
H -0.1561 -4.6837 8.0168
H -1.2505 -3.9814 10.0599
H -2.5360 -4.9719 9.3418
H -3.0480 -2.2144 7.1985
H -2.2319 -1.0813 8.2943
C -0.8482 4.2341 -5.1753
C -2.3614 4.3546 -5.2069
C -2.7918 2.8998 -5.1612
O -1.7829 2.1939 -4.4165
C -0.6472 3.0485 -4.2493
H -0.3424 5.1349 -4.8280
H -0.4727 3.9952 -6.1730
H -2.7123 4.8780 -4.3122
H -2.7420 4.8824 -6.0798
H -2.8351 2.4663 -6.1643
H -3.7618 2.7622 -4.6818
H -0.6160 3.3694 -3.1965
H 0.2652 2.4909 -4.4702
C 5.5583 -0.3066 -4.5599
C 4.5258 -1.4003 -4.7736
C 3.2336 -0.6783 -4.4403
O 3.4249 0.6995 -4.7890
C 4.8186 0.9259 -5.0514
H 6.4950 -0.4777 -5.0888
H 5.7810 -0.2092 -3.4934
H 4.5218 -1.7084 -5.8224
H 4.6887 -2.2855 -4.1598
H 3.0177 -0.7273 -3.3650
H 2.3767 -1.0783 -4.9859
H 4.9417 1.0592 -6.1308
H 5.1415 1.8397 -4.5501
*
```

2.
Density functional theory data (wB97M-V/def2-TZVPD) for C20H43OP3SeTm as an isolated structure in a non-equilibrium geometry.

The orbital gap (alpha / beta) is 6.93 / 6.99 eV. As for the lowest unoccupied orbital energy (alpha / beta): -10.239 / -10.181 eV. For the highest occupied orbital energy (alpha / beta), the calculation gives -17.17 / -17.17 eV. The expectation value of S² is 2.0025.

```
! wB97M-V def2-TZVPD RIJCOSX def2/J DEFGRID3
* xyz 3 3
Tm 0.4698 -0.2958 0.1014
P -1.3052 -0.8503 2.2723
P 1.3789 -2.8503 0.0100
P -1.9294 -1.0414 -1.1528
H -0.6251 4.6021 0.1720
C -1.6461 4.2247 0.0242
C -2.3659 3.7136 1.0425
H -2.0245 3.7602 2.0862
C -0.6534 -0.1911 3.8530
C -1.5746 -2.5979 2.7667
C -2.9933 -0.1374 2.3595
C 2.5834 -3.2254 -1.3277
C 2.4006 -3.2528 1.4808
C 0.3494 -4.3657 -0.0874
C -3.0945 0.3622 -1.3078
C -3.0287 -2.4176 -0.6327
C -1.6950 -1.5033 -2.9142
H -1.9894 4.1690 -1.0160
H -3.3977 3.3607 0.9164
H -0.6950 0.9041 3.8634
H 0.3842 -0.5072 4.0137
H -1.2790 -0.5810 4.6669
H -0.6108 -3.1194 2.8491
H -2.1956 -3.1272 2.0341
H -2.0730 -2.6170 3.7456
H -2.9385 0.9460 2.1906
H -3.4054 -0.3243 3.3613
H -3.6657 -0.5686 1.6099
H 3.1198 -4.1536 -1.0720
H 3.3033 -2.4021 -1.4369
H 2.0625 -3.3503 -2.2881
H 3.1113 -4.0401 1.1978
H 1.7760 -3.5942 2.3168
H 2.9563 -2.3589 1.8037
H 1.0045 -5.2470 -0.1488
H -0.2872 -4.3217 -0.9831
H -0.2998 -4.4498 0.7940
H -3.6633 0.2278 -2.2399
H -2.5405 1.3106 -1.3446
H -3.7718 0.3988 -0.4473
H -3.7083 -2.6565 -1.4659
H -3.6165 -2.1516 0.2540
H -2.4253 -3.3051 -0.3966
H -2.6780 -1.6163 -3.3954
H -1.1450 -2.4517 -2.9754
H -1.1019 -0.7283 -3.4176
C 1.5594 1.8721 -3.3754
C 1.1311 3.1445 -2.9727
C 1.2926 4.2428 -3.8351
C 1.8803 4.0870 -5.1008
C 2.3284 2.8140 -5.4882
C 2.1769 1.7210 -4.6273
Se 1.3325 0.2224 -2.3077
H 1.7965 0.8387 -0.8812
H 0.6745 3.2720 -1.9928
H 0.9629 5.2315 -3.5106
H 2.0072 4.9494 -5.7657
H 2.8036 2.6748 -6.4626
H 2.5418 0.7394 -4.9301
C 3.1263 0.7956 3.3946
C 2.0874 1.3173 2.4843
C 1.5950 2.6912 2.7119
O 1.6021 0.5872 1.5598
H 2.7756 0.8935 4.4353
H 4.0380 1.4114 3.3486
H 3.3818 -0.2507 3.1868
H 1.1332 3.1341 1.8128
H 0.8719 2.6978 3.5482
H 2.4245 3.3343 3.0324
*
```

3.
Density functional theory data (wB97M-V/def2-TZVPD) for C20H44BN4O12Pb as an isolated structure in a non-equilibrium geometry.

The orbital gap is 8.36 eV. As for the lowest unoccupied orbital energy: -2.640 eV. For the highest occupied orbital energy, the calculation gives -11.00 eV.

```
! wB97M-V def2-TZVPD RIJCOSX def2/J DEFGRID3
* xyz 1 1
Pb -0.4349 0.2817 -0.8334
O -2.6959 -3.7853 0.1455
C -1.9998 -3.8055 1.1231
O -2.0764 -4.5640 2.1768
B -0.9769 -4.2099 3.1242
O -0.2079 -3.1461 2.4356
C -0.7969 -2.8599 1.3173
O -0.4901 -1.9699 0.5538
O -0.1602 -5.3903 3.4207
C -0.3088 -5.7284 4.6777
O 0.0940 -6.6966 5.2369
C -1.1181 -4.6182 5.3720
O -1.4647 -3.7367 4.4140
O -1.3483 -4.5052 6.5234
C -2.3395 -0.4987 -3.9502
C -2.1070 -1.7238 -3.0268
C -0.6803 -2.2310 -3.1612
O 0.3161 -1.2692 -2.7584
C 1.6210 -1.8319 -2.8713
N -2.4033 -1.3195 -1.6534
H -1.6802 0.3146 -3.6515
H -3.3792 -0.2075 -3.7895
H -2.1630 -0.7350 -4.9967
H -2.7652 -2.5140 -3.4002
H -0.4144 -2.6237 -4.1457
H -0.5686 -3.0872 -2.4787
H 1.6867 -2.8257 -2.4343
H 2.3034 -1.0774 -2.4923
H 1.8981 -1.9056 -3.9308
H -2.4970 -2.1553 -1.0645
H -3.3507 -0.9466 -1.6056
C 1.8170 3.6219 -3.6801
C 1.4622 2.6643 -2.5270
C 1.2765 3.4020 -1.1884
O 0.9987 2.4980 -0.1214
C 0.9417 3.2264 1.1128
N 0.1774 1.9959 -2.8371
H 2.8180 4.0159 -3.4843
H 1.1008 4.4431 -3.7132
H 1.8544 3.0779 -4.6206
H 2.3131 1.9848 -2.4312
H 0.4391 4.1105 -1.2958
H 2.1220 4.0553 -0.9524
H 1.9351 3.5236 1.4434
H 0.5217 2.5716 1.8716
H 0.2709 4.0827 1.0211
H 0.2939 1.4934 -3.7121
H -0.5147 2.7264 -2.9603
C 2.6991 -2.3821 0.7417
C 2.4416 -0.9336 1.2024
C 3.6487 -0.3650 1.9256
O 3.3657 0.9460 2.3252
C 4.2279 1.3985 3.3532
N 2.0886 -0.0886 0.0146
H 2.4235 -3.0455 1.5594
H 3.7583 -2.4734 0.4887
H 2.1262 -2.6240 -0.1453
H 1.6116 -0.9196 1.9104
H 4.5815 -0.5129 1.3614
H 3.8065 -1.0628 2.7648
H 4.1748 0.7463 4.2332
H 3.8513 2.3618 3.6897
H 5.2849 1.4347 3.0841
H 2.2211 0.8593 0.3783
H 2.9429 -0.0961 -0.5577
C -3.6223 3.7782 -0.1057
C -2.4607 2.7330 -0.0700
C -2.6390 1.8498 1.1433
O -1.4259 1.0707 1.3172
C -1.5365 0.2976 2.5130
N -2.5616 1.9084 -1.2796
H -3.6222 4.3463 0.8286
H -4.6066 3.3187 -0.1920
H -3.4752 4.4735 -0.9313
H -1.5371 3.3047 -0.0289
H -3.4854 1.1591 1.0359
H -2.8693 2.3938 2.0627
H -2.2271 -0.5452 2.4222
H -1.8675 0.8913 3.3679
H -0.5666 -0.1228 2.7763
H -2.7115 2.4941 -2.0961
H -3.3597 1.2839 -1.2946
*
```

4.
Density functional theory data (wB97M-V/def2-TZVPD) for a 2-piece molecular cluster, C20H44BNO7P overall in a non-equilibrium geometry.

The orbital gap is 5.71 eV. As for the lowest unoccupied orbital energy: 2.207 eV. For the highest occupied orbital energy, the calculation gives -3.50 eV.

```
! wB97M-V def2-TZVPD RIJCOSX def2/J DEFGRID3
* xyz -1 1
C 2.3564 -2.5183 0.5553
C 1.6016 -3.1868 -0.7779
P 1.9459 -2.0064 -2.2898
C 2.6011 -3.1833 -3.6442
C 3.4639 -2.3658 -4.8192
B 0.2920 -1.1404 -2.8254
C -0.5356 -2.3093 -3.7000
C -2.1439 -1.9924 -3.7497
C -2.8884 -2.6304 -5.1009
O -3.9636 -1.6599 -5.4592
C -5.2445 -2.1158 -4.8780
C -5.5070 -2.3628 -3.2566
O -6.2662 -2.3903 -5.7082
C 0.5054 0.1179 -3.8586
C 0.7606 1.5735 -3.1564
C 2.2156 2.2639 -3.4981
O 3.2457 1.6722 -4.1088
O 2.4005 3.6762 -3.0265
C -0.6510 -0.8217 -1.5154
O 0.1466 -0.3497 -0.3348
C -0.8050 -0.3040 0.7879
H 1.5645 -2.1125 1.3496
H 3.1038 -3.2922 1.0452
H 2.9143 -1.5494 0.1421
H 0.4500 -3.1802 -0.5067
H 1.9355 -4.2921 -0.9831
H 3.3519 -4.0126 -3.2278
H 1.7737 -3.7796 -4.2301
H 4.1626 -3.1040 -5.4328
H 2.7499 -1.8278 -5.5818
H 4.1433 -1.6009 -4.2106
H -0.2564 -3.3277 -3.1858
H -0.0907 -2.3242 -4.8054
H -2.3344 -0.8297 -3.7563
H -2.6666 -2.5077 -2.8328
H -3.3310 -3.6847 -4.8181
H -2.0583 -2.7200 -5.9397
H -5.5448 -3.5238 -3.0603
H -4.7187 -1.8007 -2.5839
H -6.5765 -1.8937 -3.0309
H 1.4365 -0.1595 -4.5494
H -0.4251 0.1547 -4.5952
H -0.0714 2.3090 -3.5943
H 0.6338 1.6043 -1.9944
H 1.9584 3.6957 -2.1120
H -1.4632 -0.0242 -1.8471
H -1.1561 -1.8367 -1.1411
H -0.6371 -1.2911 1.4159
H -0.6494 0.6490 1.4728
H -1.8928 -0.2471 0.3074
C 2.7648 2.7182 7.2543
O 1.5443 3.4053 7.4973
C 1.3789 4.5744 6.6852
C 0.2887 4.3528 5.6242
N 0.7288 3.4125 4.5909
C -0.3503 2.9466 3.7124
C -1.5137 2.1673 4.3610
O -1.1423 0.8812 4.8661
C -0.5679 0.9017 6.1638
H 2.9010 1.9763 8.0469
H 2.7319 2.1898 6.2986
H 3.6176 3.4032 7.2755
H 2.3222 4.9029 6.2322
H 1.0455 5.3726 7.3580
H 0.0396 5.3118 5.1566
H -0.6021 3.9837 6.1429
H 1.1467 2.5986 5.0358
H 0.1170 2.2933 2.9663
H -0.7556 3.8061 3.1654
H -2.2468 1.9721 3.5713
H -2.0441 2.7482 5.1205
H -0.9832 1.6908 6.7946
H 0.5183 0.9947 6.0898
H -0.7748 -0.0612 6.6413
*
```

5.
Density functional theory data (wB97M-V/def2-TZVPD) for C20H44ClLiO10 as an isolated structure in a non-equilibrium geometry.

The orbital gap is 6.66 eV. As for the lowest unoccupied orbital energy: -2.187 eV. For the highest occupied orbital energy, the calculation gives -8.84 eV.

```
! wB97M-V def2-TZVPD RIJCOSX def2/J DEFGRID3
* xyz 0 1
Li 5.1420 1.2606 2.7317
Cl 2.1851 2.6899 0.1975
O 1.6176 3.6698 -0.6826
O 3.6535 2.6809 0.2797
O 1.6526 2.9092 1.5163
O 1.7827 1.3968 -0.3362
C -3.2697 7.5459 2.4825
C -4.1531 7.2751 3.6531
C -3.9861 5.8809 4.1348
O -3.2580 5.2763 3.0772
C -2.4695 6.2739 2.4474
H -2.7020 8.4626 2.6421
H -3.8858 7.6026 1.5852
H -5.1288 7.4984 3.2215
H -4.0613 8.0134 4.4497
H -4.9620 5.4330 4.3222
H -3.5271 5.8961 5.1233
H -2.4030 6.1274 1.3693
H -1.4154 6.2330 2.7216
C -1.3252 -6.0853 -0.8227
C -1.2831 -4.9443 -1.8035
C 0.1357 -4.3033 -1.7216
O 0.8204 -5.1522 -0.7438
C 0.1778 -6.4071 -0.5417
H -1.8075 -6.9468 -1.2845
H -1.8251 -5.9314 0.1336
H -2.1020 -4.2560 -1.5945
H -1.4747 -5.4492 -2.7504
H 0.2459 -3.3165 -1.2718
H 0.6338 -4.4384 -2.6816
H 0.4652 -6.9055 0.3841
H 0.6573 -6.9279 -1.3705
C 2.4227 -2.5961 4.6563
C 3.0436 -3.4731 3.5688
C 3.4605 -2.4844 2.4261
O 3.4899 -1.1559 3.0512
C 2.5113 -1.1638 4.1135
H 2.9633 -2.6744 5.5995
H 1.3592 -2.7167 4.8624
H 2.3170 -4.1118 3.0666
H 3.8381 -4.0455 4.0476
H 2.7090 -2.5351 1.6383
H 4.4099 -2.6943 1.9336
H 1.5599 -0.7552 3.7729
H 2.7346 -0.5401 4.9791
C 4.0329 -0.0033 -5.0488
C 2.5669 0.1680 -5.4388
C 2.2300 -1.1629 -6.0739
O 3.4977 -1.7576 -6.4800
C 4.5913 -0.8380 -6.1896
H 4.1167 -0.4612 -4.0632
H 4.5980 0.9280 -5.0090
H 2.4929 1.0046 -6.1335
H 2.0495 0.5196 -4.5461
H 1.4908 -1.1297 -6.8743
H 1.8537 -1.8401 -5.3073
H 4.7676 -0.2611 -7.0974
H 5.4755 -1.4438 -5.9914
C -3.2639 -2.0358 2.1892
C -1.9826 -1.2544 2.2356
O -2.1977 0.1334 2.4993
H -3.1533 -3.1194 2.1490
H -3.9862 -1.7744 1.4158
H -3.7575 -1.8970 3.1511
H -1.3949 -1.3023 1.3188
H -1.3257 -1.7457 2.9533
H -1.4366 0.4547 2.9883
C -2.5558 2.3589 -3.4024
C -2.6642 1.5365 -2.1201
O -2.5163 2.4636 -1.0353
H -1.7023 3.0365 -3.3805
H -3.4505 2.9152 -3.6820
H -2.2420 1.7692 -4.2637
H -1.8328 0.8425 -1.9963
H -3.6406 1.0524 -2.1396
H -1.6101 2.7277 -1.2105
*
```

6.
Density functional theory data (wB97M-V/def2-TZVPD) for C20H44CuN3OP2S as an isolated structure in a non-equilibrium geometry.

The orbital gap (alpha / beta) is 6.09 / 8.45 eV. As for the lowest unoccupied orbital energy (alpha / beta): -2.240 / -2.169 eV. For the highest occupied orbital energy (alpha / beta), the calculation gives -8.33 / -10.62 eV. The expectation value of S² is 0.7554.

```
! wB97M-V def2-TZVPD RIJCOSX def2/J DEFGRID3
* xyz 1 2
Cu -0.6754 0.2964 -0.4050
P 1.9341 1.1083 0.5384
P -1.2685 -1.4293 -1.6347
N 0.6894 0.6807 -2.1317
C 1.9911 2.3662 -0.8093
H 1.4232 3.2467 -0.4681
H 3.0198 2.6869 -0.9792
C 1.4290 1.9385 -2.1713
H 0.7252 2.7199 -2.5389
H 2.2461 1.8464 -2.9410
C -0.0524 0.3990 -3.3982
H 0.6029 -0.2482 -4.0402
H -0.1980 1.3589 -3.9157
C -1.3923 -0.2374 -3.0501
H -1.7899 -0.7244 -3.9324
H -2.0982 0.5449 -2.7335
C -2.9973 -2.0357 -1.4652
C -3.7466 -1.1962 -0.4205
H -3.7652 -0.1293 -0.6707
H -3.2823 -1.3082 0.5674
H -4.7815 -1.5513 -0.3470
C -0.3114 -2.7469 -2.5166
C 0.1135 -3.8943 -1.5970
H 0.9042 -4.4636 -2.1070
H -0.7169 -4.5836 -1.3989
H 0.5203 -3.5213 -0.6480
C 3.6717 0.5034 0.6761
C 3.8130 -0.3028 1.9698
H 4.7265 -0.9083 1.9043
H 2.9753 -0.9979 2.1114
H 3.9084 0.3455 2.8503
C 1.5136 2.1407 2.0468
C 1.2395 1.2386 3.2523
H 0.5864 1.7648 3.9617
H 2.1669 0.9963 3.7867
H 0.7415 0.3022 2.9695
C 1.4275 -0.7324 -0.1986
C -1.0468 -3.2383 -3.7769
H -2.0856 -2.8891 -3.8571
H -0.5181 -2.9007 -4.6788
H -1.0622 -4.3357 -3.8084
C 4.7849 1.5362 0.4830
H 5.7219 1.1222 0.8860
H 4.9506 1.7412 -0.5852
H 4.5774 2.4849 0.9973
C 2.5218 3.2496 2.3903
H 2.1325 3.8511 3.2258
H 3.4853 2.8403 2.7240
H 2.6966 3.9421 1.5571
C -3.0827 -3.5240 -1.1281
H -2.4578 -3.7768 -0.2622
H -4.1194 -3.7716 -0.8687
H -2.8000 -4.1662 -1.9691
H -3.4426 -1.8567 -2.4568
H 0.5630 2.6259 1.7476
H 0.6112 -2.2307 -2.8350
H 3.7461 -0.2115 -0.1619
O 1.3726 -1.7986 0.4756
H 1.4966 -0.0693 -2.1158
H 2.0207 -0.8866 -1.2316
S -1.6858 2.1516 0.2611
C -2.3953 1.6683 1.7445
N -3.2829 2.4303 2.4144
C -3.7022 1.8569 3.6803
C -2.9207 0.5496 3.7365
N -2.1911 0.5532 2.4837
H -3.5882 3.3183 2.0403
H -4.7873 1.6981 3.6715
H -3.4445 2.5413 4.4978
H -3.5894 -0.3160 3.7979
H -2.2324 0.5258 4.5894
H -1.5394 -0.1881 2.2161
*
```